(1)
Entry from the OMol25 dataset: a structure of composition C31H38FIrN3O4S3 at a distorted geometry (ωB97M-V with the def2-TZVPD basis set).

The geometry in XYZ format:
```
81
Properties=species:S:1:pos:R:3:forces:R:3:lowdin_charge:R:1
Ir -3.1714 0.2355 0.4463 0.673 1.049 0.344 1.316
F 2.8286 3.5194 0.1188 0.160 0.029 -0.013 0.097
C 2.7130 2.1901 0.2335 -0.213 0.073 0.024 -0.166
C 1.4541 1.6845 0.1790 0.047 -0.023 -0.133 0.088
C 1.2116 0.3131 0.3567 -0.548 0.148 -0.167 -0.048
C -0.1225 -0.2307 0.3755 0.927 -0.254 0.428 -0.232
O -1.1221 0.4852 -0.0640 -1.289 -0.417 -0.140 -0.230
C -0.2363 -1.5319 0.8714 -0.539 0.568 -0.058 -0.026
C 0.8883 -2.3249 0.9824 0.347 -0.144 -0.054 0.094
N 2.1194 -1.8815 0.7484 -0.256 0.021 -0.061 0.055
C 3.2217 -2.8429 0.6358 0.101 0.015 0.252 -0.232
C 3.0135 -4.0555 -0.2161 -0.116 -0.156 -0.078 -0.058
C 3.9124 -2.9588 -0.6901 0.069 0.059 -0.147 -0.070
C 2.3276 -0.5142 0.5687 0.008 -0.085 0.006 -0.096
C 3.6148 0.0204 0.6014 0.115 -0.198 0.084 0.082
C 3.8710 1.3824 0.4479 0.335 -0.020 -0.113 -0.098
N 5.1478 1.8964 0.4851 -0.062 0.194 -0.114 -0.042
C 5.4637 3.3055 0.1409 -0.100 -0.267 -0.018 -0.097
C 6.9670 3.5507 0.0971 -0.240 -0.047 0.085 -0.072
N 7.6407 2.4674 -0.6981 -0.097 0.019 0.213 0.096
C 7.4101 1.0936 -0.0917 -0.156 -0.233 0.204 -0.048
C 6.3055 1.1442 0.9609 -0.040 0.316 -0.069 -0.109
C -1.5520 -2.1017 1.2330 1.578 -0.925 -0.995 -0.514
O -1.7193 -3.2882 1.2347 -0.605 0.531 0.697 0.182
O -2.4862 -1.2074 1.5946 -1.854 0.970 -0.099 -0.134
H 0.6278 2.3631 0.0250 0.066 0.038 -0.009 0.117
H 0.7775 -3.3691 1.2466 0.045 -0.034 -0.093 0.176
H 3.7999 -2.9477 1.5445 -0.037 0.070 0.043 0.165
H 2.0615 -4.1726 -0.7195 0.034 0.055 0.005 0.114
H 3.4520 -4.9866 0.1152 0.002 0.065 0.075 0.128
H 3.5581 -2.3369 -1.5024 -0.069 -0.007 0.035 0.120
H 4.9802 -3.1290 -0.6966 -0.015 -0.005 0.087 0.119
H 4.4271 -0.6641 0.7876 -0.063 -0.006 -0.106 0.109
H 5.0458 4.0052 0.8602 -0.016 0.056 0.092 0.142
H 5.0333 3.5427 -0.8318 -0.001 0.005 -0.039 0.137
H 7.4206 3.5739 1.0828 0.084 -0.079 0.041 0.145
H 7.1490 4.5116 -0.3742 0.119 0.025 -0.112 0.153
H 8.6407 2.6556 -0.7686 0.124 0.026 0.000 0.195
H 7.2837 2.4946 -1.6517 -0.022 -0.049 -0.136 0.188
H 8.3278 0.7490 0.3768 0.157 0.112 -0.063 0.148
H 7.1597 0.4036 -0.8914 0.001 0.083 -0.165 0.141
H 6.6811 1.6089 1.8733 -0.005 -0.043 0.087 0.145
H 6.0527 0.1260 1.2230 -0.001 -0.051 0.017 0.122
C -2.6725 3.2732 -1.5326 -0.283 0.134 0.145 -0.489
C -2.2022 3.7076 -0.1475 0.208 -0.092 -0.321 -0.404
S -2.3022 2.4840 1.2103 -0.555 -1.169 0.079 1.010
C -3.6382 3.0548 2.2863 0.107 -0.035 0.184 -0.449
C -4.9824 2.9907 1.6305 -0.252 0.233 0.143 -0.443
S -5.3641 1.2740 1.1844 0.796 -0.583 -0.293 1.035
C -6.0353 1.4498 -0.4920 0.029 -0.176 -0.112 -0.427
C -4.9390 1.6620 -1.5406 -0.321 0.433 0.308 -0.493
S -4.4601 3.3978 -1.7616 0.071 -0.138 -0.041 0.988
H -2.3394 2.2644 -1.7724 0.138 0.062 -0.137 0.070
H -2.2445 3.9564 -2.2643 0.161 -0.003 0.005 0.099
H -2.7250 4.6025 0.1933 -0.032 -0.061 0.078 0.107
H -1.1372 3.9412 -0.2004 0.010 -0.017 0.153 0.086
H -3.4020 4.0689 2.6160 0.082 0.005 -0.018 0.124
H -3.5789 2.3985 3.1574 0.071 0.055 0.053 0.106
H -5.0396 3.6051 0.7389 0.009 0.035 -0.137 0.048
H -5.7579 3.3229 2.3261 -0.041 -0.127 0.021 0.124
H -6.7673 2.2600 -0.4777 0.011 -0.009 0.007 0.118
H -6.5553 0.5154 -0.6829 -0.112 0.026 0.070 0.088
H -5.2651 1.2790 -2.5070 0.083 -0.285 0.039 0.109
H -4.0187 1.0894 -1.2538 0.139 -0.123 -0.273 0.005
C -6.2280 -2.8796 0.4354 -0.139 0.313 -0.022 0.051
C -4.9600 -2.3097 -0.0864 0.727 -1.478 -0.499 -0.272
O -4.8269 -1.0507 -0.0616 0.975 0.758 0.516 -0.206
C -3.9460 -3.2056 -0.6611 -0.020 1.335 -0.277 -0.192
C -3.9614 -4.5600 -0.4029 0.837 -1.600 -0.264 0.018
C -2.9811 -5.4011 -0.9833 -0.555 0.652 0.299 0.009
C -2.0300 -4.8845 -1.8716 -0.501 -0.668 0.711 -0.022
C -2.0038 -3.5316 -2.1291 -0.845 1.353 0.241 -0.041
C -2.9598 -2.6910 -1.5304 0.574 -0.474 -0.291 -0.024
H -6.9271 -2.0888 0.6950 -0.034 -0.026 0.023 0.103
H -6.0054 -3.4549 1.3426 0.037 0.037 -0.050 0.132
H -6.6804 -3.5632 -0.2836 0.047 -0.006 0.012 0.127
H -4.6956 -4.9928 0.2654 0.096 -0.038 -0.032 0.132
H -2.9629 -6.4526 -0.7218 -0.118 0.066 -0.119 0.129
H -1.3230 -5.5517 -2.3488 -0.006 0.013 0.044 0.128
H -1.2802 -3.1161 -2.8199 -0.084 0.009 -0.006 0.118
H -2.9812 -1.6431 -1.7992 0.043 0.108 -0.073 0.100
```
Forces are in eV/Å.

Values from the calculation:
HOMO level (alpha / beta), eV: -18.0 / -17.9
Kohn-Sham gap (alpha / beta), eV: 5.0597 / 4.0467
E, eV: -83445.5662
Spin multiplicity: 2
Total charge: +4
Energy relative to the best compared isomer or geometry (same formula, charge and spin), kcal/mol: 72.0
Expectation value of S²: 0.76

---

(2)
Entry from the OMol25 dataset: an isolated molecule of HNO4S at a distorted geometry (ωB97M-V with the def2-TZVPD basis set).

The geometry in XYZ format:
```
7
Properties=species:S:1:pos:R:3:forces:R:3:lowdin_charge:R:1
N -3.0025 0.9002 0.5353 -0.629 1.961 -2.009 -0.082
O -3.2573 1.8517 -0.1513 0.711 -2.780 1.694 -0.032
O -3.1134 -1.8798 0.2987 1.600 2.224 -1.382 -0.469
O -0.1907 0.4395 -0.0070 -0.473 2.315 0.254 -0.066
O -0.9759 -0.6384 0.3505 -0.072 -2.057 1.347 -0.440
S -2.3960 -0.7991 -0.4512 -2.075 -0.851 1.031 0.970
H -0.5663 1.1409 0.6064 0.938 -0.811 -0.934 0.118
```
Forces are in eV/Å.

Values from the calculation:
HOMO level (alpha / beta), eV: -9.2 / -9.2
Kohn-Sham gap (alpha / beta), eV: 7.7566 / 7.7572
E, eV: -20524.7456
SMILES: O=S(#[N+][O-])OO
Energy relative to the best compared isomer or geometry (same formula, charge and spin), kcal/mol: 76.5

---

(3)
Entry from the OMol25 dataset: an isolated molecule of C4H9N (ωB97M-V with the def2-TZVPD basis set).

The geometry in XYZ format:
```
14
Properties=species:S:1:pos:R:3:forces:R:3:lowdin_charge:R:1
C -1.9024 0.2511 -0.1811 -0.444 -0.231 0.225 -0.102
C -0.6865 -0.5925 0.1090 0.331 -0.830 -0.127 -0.293
C 1.3164 0.8706 0.0775 -0.319 0.561 0.057 -0.158
C 1.7800 -0.5184 -0.1002 0.179 -0.196 -0.113 -0.159
H -2.7879 -0.1488 0.3348 0.281 0.097 -0.037 0.075
H -1.7285 1.2551 0.1846 -0.079 0.355 -0.027 0.065
H -2.1451 0.2845 -1.2396 0.166 0.047 -0.134 0.071
H -0.5113 -0.6191 1.2022 0.069 0.015 -0.189 0.111
H -0.8463 -1.6446 -0.2134 0.039 0.567 0.169 0.120
H 1.6793 1.6665 -0.5581 0.194 0.011 0.023 0.095
H 1.0102 1.2105 1.0727 0.053 -0.287 -0.215 0.107
H 1.8100 -1.1504 0.7802 -0.105 -0.029 0.065 0.100
H 2.5221 -0.7604 -0.8519 0.011 0.048 0.048 0.098
N 0.4900 -0.1041 -0.6165 -0.374 -0.129 0.255 -0.130
```
Forces are in eV/Å.

Values from the calculation:
HOMO level, eV: -9.2
Kohn-Sham gap, eV: 10.4699
E, eV: -5782.7435
SMILES: CCN1CC1
Energy relative to the best compared isomer or geometry (same formula, charge and spin), kcal/mol: 24.6

---

(4)
Entry from the OMol25 dataset: the ion C2H4O3P with charge -1 at a distorted geometry (ωB97M-V with the def2-TZVPD basis set).

The geometry in XYZ format:
```
10
Properties=species:S:1:pos:R:3:forces:R:3:lowdin_charge:R:1
C 1.0898 0.9529 -0.1358 -3.880 -5.639 -1.245 -0.846
C 0.5280 -0.4664 -0.5091 -0.520 2.309 0.723 -0.258
O 2.2807 1.2212 -0.4244 4.907 1.114 -0.965 0.115
O 0.2730 1.6552 0.4779 -1.906 3.712 2.326 -0.224
O -1.9840 -1.5476 0.3034 -1.104 -1.949 -0.411 -0.515
P -1.1187 -0.3675 0.3352 1.874 1.460 0.514 0.645
H 0.4252 -0.5763 -1.5443 0.072 -0.507 -2.275 0.022
H 0.8301 -1.4179 -0.1028 0.821 -0.828 0.408 0.040
H -0.4018 -0.2111 1.5036 -0.665 0.203 1.081 0.009
H -1.9225 0.7576 0.0962 0.401 0.125 -0.157 0.014
```
Forces are in eV/Å.

Values from the calculation:
HOMO level (alpha / beta), eV: 1.0 / -4.8
Kohn-Sham gap (alpha / beta), eV: 3.2851 / 6.8740
E, eV: -17566.2062
Spin multiplicity: 3
Total charge: -1
Energy relative to the best compared isomer or geometry (same formula, charge and spin), kcal/mol: 80.0
Expectation value of S²: 2.01